Record 1
Computed, not measured: a cluster of 13 separate species, C21H68O13 in total, with wB97M-V/def2-TZVPD.

Structure (XYZ):
```
102
C21H68O13 (wB97M-V/def2-TZVPD)
C 3.338 3.343 -3.007
C 1.919 3.425 -2.356
C 0.819 3.308 -3.435
O 1.827 2.418 -1.350
H 4.157 3.327 -2.294
H 3.514 4.157 -3.693
H 3.457 2.416 -3.579
H 1.797 4.463 -2.017
H 0.925 2.321 -3.849
H 0.972 4.076 -4.271
H -0.176 3.418 -2.907
H 2.373 1.599 -1.579
C -1.229 2.350 4.685
C -2.116 1.246 4.119
C -3.429 1.243 4.812
O -2.229 1.392 2.690
H -1.838 3.267 4.443
H -0.211 2.393 4.254
H -1.212 2.295 5.753
H -1.539 0.316 4.261
H -4.133 2.030 4.481
H -3.270 1.314 5.945
H -3.913 0.308 4.650
H -2.527 0.492 2.373
C -0.329 -0.169 -0.326
C -0.531 -1.709 -0.328
C -0.060 -2.250 1.039
O -1.920 -1.956 -0.386
H 0.676 0.084 0.001
H -0.988 0.299 0.419
H -0.488 0.285 -1.256
H 0.075 -2.156 -1.122
H 1.002 -2.248 1.161
H -0.239 -3.325 1.201
H -0.453 -1.655 1.841
H -2.227 -1.474 -1.180
C 2.230 2.188 2.305
O 2.500 1.515 1.125
H 1.770 1.586 3.110
H 3.132 2.527 2.813
H 1.639 3.085 2.103
H 2.278 2.045 0.328
C 4.417 -1.544 2.527
O 3.857 -1.054 1.355
H 3.644 -1.787 3.250
H 5.040 -2.437 2.368
H 5.051 -0.746 2.926
H 3.202 -0.351 1.516
C -2.207 -4.056 3.701
O -0.889 -3.613 4.126
H -2.947 -3.994 4.490
H -2.496 -3.533 2.795
H -2.185 -5.130 3.463
H -1.026 -2.678 4.006
C 3.149 -4.354 0.802
O 3.443 -3.460 -0.207
H 2.435 -3.920 1.474
H 2.777 -5.301 0.513
H 4.022 -4.572 1.437
H 3.586 -2.568 0.190
C 3.915 -0.508 -1.812
O 2.665 0.123 -2.154
H 4.165 -0.472 -0.757
H 3.972 -1.539 -2.142
H 4.759 -0.064 -2.361
H 2.048 -0.518 -2.606
C 1.955 -4.830 -2.397
O 1.454 -4.603 -3.737
H 2.838 -4.173 -2.326
H 1.126 -4.568 -1.767
H 2.181 -5.864 -2.230
H 0.597 -5.104 -3.824
C -4.451 -1.219 1.953
O -3.061 -1.312 1.977
H -4.785 -0.566 1.153
H -4.985 -2.158 1.917
H -4.720 -0.698 2.879
H -2.787 -1.581 1.062
C 0.557 -0.849 -5.376
O 1.281 -1.040 -4.090
H 0.640 -1.806 -5.842
H -0.468 -0.733 -5.040
H 1.006 0.000 -5.913
H 2.015 -1.615 -4.262
C -4.937 1.215 -2.242
C -3.416 0.863 -2.033
O -3.190 -0.539 -2.381
H -5.111 1.010 -3.302
H -5.056 2.297 -2.166
H -5.602 0.584 -1.674
H -3.202 1.019 -1.002
H -2.761 1.501 -2.621
H -3.774 -0.730 -3.148
C -1.677 3.528 -0.082
C -1.133 4.876 -0.372
O -1.935 5.488 -1.362
H -0.954 2.819 0.357
H -2.019 3.122 -1.008
H -2.522 3.638 0.605
H -0.050 4.682 -0.705
H -1.127 5.432 0.568
H -1.662 6.402 -1.446
```

Computed properties:
HOMO energy = -9.8 eV
LUMO level = 0.43 eV
Energy relative to the best compared isomer or geometry (same formula, charge and spin) = 431.0 kJ/mol
Orbital gap = 10.203 eV
DFT total energy = -49492.540 eV

Record 2
Computed, not measured: a cluster of 16 separate species, C21H73N25O16 in total, with wB97M-V/def2-TZVPD.

Structure (XYZ):
```
135
C21H73N25O16 (wB97M-V/def2-TZVPD)
C -3.078 0.057 -4.820
O -2.118 0.800 -4.746
N -4.199 0.522 -5.213
N -3.164 -1.158 -4.552
H -4.821 -0.206 -5.533
H -4.359 1.516 -5.296
H -2.393 -1.687 -4.172
H -4.056 -1.465 -4.913
C 1.635 -5.162 1.345
O 2.632 -5.748 1.030
N 1.669 -4.245 2.223
N 0.411 -5.608 1.173
H 0.818 -3.905 2.647
H 2.433 -3.591 2.124
H -0.383 -5.188 1.635
H 0.140 -6.498 0.780
C 0.240 -4.436 -3.002
O 1.312 -3.801 -3.426
N -0.217 -4.335 -1.828
N -0.624 -4.987 -3.777
H 0.192 -3.726 -1.134
H -0.751 -5.119 -1.480
H -1.441 -5.404 -3.354
H -0.598 -5.131 -4.777
C 1.132 -1.054 -5.242
O 1.169 -0.080 -5.913
N 2.003 -2.017 -5.360
N 0.173 -1.342 -4.336
H 2.757 -1.914 -6.024
H 1.909 -2.930 -4.939
H 0.349 -2.111 -3.705
H -0.614 -0.709 -4.303
C -3.704 3.539 1.116
O -2.783 4.201 1.516
N -3.877 3.359 -0.175
N -4.526 2.802 1.884
H -3.555 3.932 -0.943
H -4.606 2.661 -0.203
H -4.437 2.967 2.877
H -5.140 2.061 1.579
C 0.099 5.016 3.259
O 1.181 5.339 3.807
N -0.210 5.416 2.081
N -0.950 4.442 3.843
H -1.167 5.254 1.803
H 0.473 5.986 1.603
H -0.768 4.279 4.823
H -1.794 4.298 3.307
C -4.492 -2.425 -1.054
O -3.956 -3.518 -1.164
N -4.763 -1.471 -1.900
N -4.832 -2.036 0.141
H -5.085 -0.589 -1.528
H -4.453 -1.567 -2.857
H -4.425 -2.556 0.905
H -5.130 -1.116 0.433
C 4.152 -0.368 5.112
O 5.051 -0.826 4.392
N 3.400 -1.037 5.855
N 3.735 0.871 5.064
H 2.940 -0.554 6.613
H 3.386 -2.045 5.920
H 3.158 1.210 5.821
H 4.321 1.486 4.518
C 5.628 1.990 1.304
O 6.384 2.763 1.879
N 5.420 0.777 1.671
N 4.992 2.277 0.184
H 4.830 0.238 1.054
H 5.824 0.381 2.508
H 4.530 1.475 -0.218
H 5.089 3.171 -0.276
C -1.396 4.529 -3.653
O -2.515 4.975 -3.984
N -0.904 3.371 -3.763
N -0.542 5.218 -2.979
H -1.498 2.642 -4.133
H 0.040 3.165 -3.470
H -0.705 6.178 -2.707
H 0.279 4.795 -2.572
C 3.668 1.546 -3.877
O 3.773 2.411 -4.732
N 3.152 1.763 -2.781
N 4.223 0.394 -3.802
H 2.911 0.975 -2.197
H 2.648 2.609 -3.008
H 4.256 -0.223 -3.003
H 4.816 0.151 -4.583
C -2.309 -3.159 3.074
O -1.326 -3.667 2.569
N -3.337 -2.827 2.332
N -2.542 -2.777 4.272
H -3.222 -3.242 1.418
H -4.233 -2.814 2.798
H -1.826 -2.669 4.975
H -3.473 -2.390 4.336
C 2.002 0.259 2.273
C 0.671 0.622 1.697
C 0.964 1.975 0.838
C -0.087 2.320 -0.209
C -0.449 1.133 -1.085
C -0.928 -0.159 -0.274
N 0.091 -0.339 0.766
O 0.006 -1.600 1.396
C -2.382 0.065 0.300
C -0.900 -1.272 -1.393
C -0.290 0.983 2.878
H 2.000 -0.600 2.944
H 2.389 1.021 2.950
H 2.742 -0.006 1.517
H 1.209 2.810 1.494
H 1.922 1.898 0.323
H 0.264 3.157 -0.813
H -0.987 2.779 0.200
H 0.488 0.854 -1.567
H -1.030 1.523 -1.921
H -2.665 -0.805 0.892
H -2.268 0.827 1.071
H -3.090 0.254 -0.507
H -1.463 -1.139 -2.317
H 0.128 -1.542 -1.633
H -1.355 -2.148 -0.931
H 0.330 1.282 3.723
H -0.847 0.149 3.303
H -0.893 1.812 2.507
H -0.931 -1.695 1.579
O 3.386 -0.474 -1.004
H 3.795 -1.316 -1.204
H 2.723 -0.680 -0.344
O 4.209 -2.215 1.749
H 4.381 -3.156 1.785
H 4.420 -1.899 2.628
O -1.476 0.939 6.041
H -2.105 1.005 5.322
H -2.010 0.995 6.833
```

Computed properties:
Spin multiplicity = 2
Net charge = -1
HOMO energy (alpha / beta) = -1.1 / -6.3 eV
LUMO level (alpha / beta) = 1.62 / 1.59 eV
Orbital gap (alpha / beta) = 2.722 / 7.856 eV
DFT total energy = -92976.969 eV

Record 3
Computed, not measured: a cluster of 17 separate species, C21H76O17 in total, with wB97M-V/def2-TZVPD.

Structure (XYZ):
```
114
C21H76O17 (wB97M-V/def2-TZVPD)
O 1.524 -1.803 -3.191
H 1.431 -1.407 -2.276
H 0.985 -1.264 -3.790
O 3.469 -3.565 -2.898
H 2.799 -2.842 -2.892
H 3.586 -3.727 -3.840
O -3.333 1.232 0.697
H -3.288 2.185 0.432
H -2.864 0.731 -0.017
O 1.607 -0.307 5.238
H 2.155 -0.167 6.023
H 1.976 0.291 4.568
O 2.491 -3.903 -0.196
H 2.874 -3.894 -1.111
H 2.923 -4.645 0.247
O -0.698 1.580 4.756
H -0.156 0.900 5.190
H -1.235 1.101 4.106
O -0.287 -4.554 0.309
H 0.608 -4.246 0.047
H -0.306 -4.555 1.302
O -2.169 -0.227 -1.407
H -2.973 -0.466 -1.886
H -1.677 -1.111 -1.298
O 0.469 -3.013 5.144
H 0.813 -3.460 5.926
H 0.931 -2.154 5.103
O -0.619 -4.681 3.059
H -0.594 -3.877 3.611
H -0.275 -5.378 3.628
C -1.647 3.592 -4.234
C -1.950 2.310 -3.504
C -2.320 1.244 -4.552
O -0.814 1.873 -2.744
H -1.914 4.437 -3.595
H -2.280 3.676 -5.119
H -0.617 3.708 -4.570
H -2.834 2.476 -2.873
H -2.413 0.234 -4.163
H -1.539 1.233 -5.322
H -3.240 1.513 -5.086
H -1.106 1.162 -2.124
C 2.621 4.726 -2.387
C 2.584 3.209 -2.525
C 2.041 2.547 -1.271
O 1.897 2.801 -3.702
H 3.169 5.100 -3.253
H 3.256 4.982 -1.532
H 1.631 5.158 -2.278
H 3.606 2.882 -2.729
H 1.727 1.520 -1.335
H 1.211 3.147 -0.879
H 2.829 2.575 -0.504
H 0.940 2.929 -3.651
C 1.013 -1.215 1.779
C 0.679 -0.875 0.341
C 0.391 0.600 0.187
O 1.790 -1.182 -0.515
H 1.206 -2.267 1.994
H 0.159 -0.919 2.397
H 1.865 -0.638 2.147
H -0.212 -1.439 0.041
H -0.365 0.917 0.904
H -0.038 0.770 -0.801
H 1.317 1.168 0.285
H 2.039 -2.097 -0.297
C 4.769 1.755 0.917
C 4.842 0.389 1.562
C 5.792 -0.602 0.947
O 5.116 0.555 2.976
H 5.751 2.238 0.898
H 4.111 2.409 1.486
H 4.390 1.665 -0.106
H 3.870 -0.112 1.551
H 5.907 -1.479 1.586
H 6.801 -0.186 0.815
H 5.462 -0.955 -0.032
H 6.059 0.706 3.109
C -3.217 -2.103 3.624
C -4.264 -1.268 2.916
C -5.651 -1.644 3.420
O -4.125 0.111 3.160
H -3.339 -1.964 4.698
H -2.211 -1.809 3.310
H -3.306 -3.157 3.356
H -4.275 -1.448 1.832
H -5.701 -1.443 4.493
H -5.908 -2.690 3.232
H -6.416 -1.044 2.927
H -3.692 0.542 2.395
C -0.466 -4.254 -3.279
C -1.653 -3.439 -2.761
C -2.935 -4.259 -2.535
O -1.293 -2.788 -1.496
H -0.852 -5.063 -3.913
H 0.120 -4.734 -2.495
H 0.216 -3.657 -3.880
H -1.837 -2.619 -3.463
H -3.817 -3.616 -2.502
H -2.849 -4.819 -1.605
H -3.146 -4.953 -3.357
H -1.177 -3.489 -0.803
C -0.793 5.181 -0.368
C -1.410 4.058 0.437
C -1.213 4.252 1.939
O -2.838 3.933 0.142
H -1.119 5.193 -1.408
H 0.293 5.083 -0.347
H -1.098 6.155 0.036
H -0.966 3.102 0.161
H -1.393 3.316 2.473
H -1.921 4.980 2.346
H -0.199 4.565 2.201
H -3.270 4.781 0.294
```

Computed properties:
HOMO energy = -9.3 eV
LUMO level = 0.10 eV
Energy relative to the best compared isomer or geometry (same formula, charge and spin) = 0.0 kJ/mol
Orbital gap = 9.430 eV
DFT total energy = -57818.963 eV

Record 4
Computed, not measured: a structure of composition C21H77N7O15, with wB97M-V/def2-TZVPD.

Structure (XYZ):
```
120
C21H77N7O15 (wB97M-V/def2-TZVPD)
C -5.301 27.094 3.257
C -5.661 25.815 4.019
C -5.870 26.103 5.485
O -4.636 26.557 6.026
C -4.551 26.407 7.427
N -6.893 25.287 3.396
H -4.215 27.263 3.243
H -5.699 28.016 3.690
H -5.543 27.048 2.192
H -4.838 25.110 3.892
H -6.101 25.123 5.937
H -6.700 26.767 5.769
H -4.643 25.370 7.740
H -5.375 26.974 7.878
H -3.603 26.757 7.834
H -7.625 26.002 3.455
H -7.303 24.589 4.022
C -0.486 24.724 0.626
C -1.412 25.554 1.493
C -0.798 26.938 1.768
O -1.584 27.652 2.669
C -1.360 29.046 2.565
N -2.793 25.606 1.004
H -0.679 24.833 -0.443
H -0.492 23.663 0.861
H 0.527 25.106 0.799
H -1.395 25.100 2.497
H -0.701 27.448 0.794
H 0.230 26.813 2.138
H -1.830 29.580 3.386
H -1.658 29.453 1.594
H -0.288 29.284 2.690
H -2.841 26.035 0.083
H -3.285 26.215 1.647
C -10.273 31.333 10.183
C -10.163 29.978 9.470
C -8.975 29.192 9.982
O -7.806 29.662 9.389
C -6.672 28.994 9.885
N -11.410 29.229 9.508
H -9.358 31.920 10.069
H -10.435 31.185 11.257
H -11.127 31.914 9.834
H -9.949 30.202 8.419
H -9.079 28.108 9.833
H -8.921 29.292 11.083
H -6.830 27.912 9.973
H -6.409 29.346 10.895
H -5.831 29.215 9.232
H -12.120 29.600 8.897
H -11.847 29.055 10.401
C -5.447 21.889 3.072
C -5.067 21.262 4.403
C -5.183 22.199 5.598
O -4.717 21.652 6.803
C -3.487 20.958 6.789
N -6.001 20.106 4.598
H -5.658 21.123 2.330
H -4.740 22.598 2.636
H -6.344 22.503 3.246
H -4.069 20.822 4.341
H -6.235 22.433 5.772
H -4.700 23.165 5.366
H -3.305 20.651 7.818
H -2.659 21.548 6.379
H -3.531 20.024 6.209
H -6.932 20.446 4.353
H -6.060 19.915 5.599
C -2.242 23.734 8.801
C -2.834 23.285 10.134
C -1.715 23.218 11.164
O -1.278 24.556 11.414
C -0.327 24.607 12.425
N -3.972 24.133 10.541
H -1.633 24.630 8.795
H -3.060 23.838 8.087
H -1.655 22.873 8.472
H -3.144 22.234 10.095
H -0.824 22.697 10.793
H -2.051 22.774 12.112
H 0.181 25.568 12.449
H 0.400 23.801 12.273
H -0.774 24.497 13.423
H -3.544 25.051 10.659
H -4.347 23.802 11.424
O -7.880 27.209 0.316
H -8.761 27.299 -0.059
H -8.017 27.022 1.263
O -6.344 24.597 0.599
H -6.630 24.894 1.491
H -6.615 23.677 0.525
O -5.369 26.914 -0.637
H -6.268 27.225 -0.424
H -5.424 25.980 -0.387
O -1.809 26.210 5.307
H -2.730 26.488 5.431
H -1.514 26.683 4.507
O -8.399 23.705 5.691
H -8.601 24.372 6.363
H -8.433 22.865 6.163
O -4.363 30.476 2.324
H -3.569 30.942 2.600
H -4.361 29.675 2.861
O -10.636 24.243 3.545
H -9.844 23.995 4.044
H -11.271 23.541 3.722
O -3.805 29.122 5.268
H -3.405 29.498 6.059
H -4.073 28.215 5.523
O -6.402 24.480 9.125
H -6.685 23.594 8.872
H -5.476 24.348 9.462
C -8.264 26.885 4.194
O -8.533 27.173 3.029
N -7.768 27.831 5.086
N -8.567 25.643 4.761
H -7.565 28.743 4.725
H -7.619 27.610 6.049
H -8.403 25.549 5.742
H -9.079 24.947 4.250
```

Computed properties:
HOMO energy = -8.5 eV
LUMO level = -0.39 eV
Orbital gap = 8.151 eV
DFT total energy = -64161.700 eV